ORCA calculation (the ωB97M-V functional and the def2-TZVPD basis) on a structure of composition C36H50GdN6O7S.

XYZ file:
```
101
Properties=species:S:1:pos:R:3:forces:R:3
Gd -0.1552 0.4421 0.0074 -0.3 0.1 -0.2
C 4.7165 1.3952 -0.9637 0.1 0.0 0.0
C 3.4587 2.2610 -1.0647 -0.1 0.0 0.1
C 3.7483 3.6737 -0.5638 0.0 0.0 0.0
C 2.8915 2.2254 -2.4686 0.1 0.1 0.0
C 3.3069 3.1382 -3.4308 0.0 0.0 0.0
C 2.7825 3.1093 -4.7152 0.0 0.0 0.0
C 1.7951 2.1896 -5.0275 0.0 0.0 0.1
C 1.3449 1.2661 -4.0862 0.0 0.1 -0.1
C 0.2305 0.2994 -4.4240 0.0 0.0 0.1
C 0.7805 -1.0095 -4.9957 0.0 0.0 0.0
C -0.8173 0.8840 -5.3693 0.0 0.0 0.0
C 1.9437 1.2472 -2.8179 -0.1 -0.1 0.1
N 1.5950 0.2934 -1.8317 0.0 -0.1 -0.1
C 2.3104 -0.8338 -1.8026 0.0 -0.1 0.2
O 3.0985 -1.2814 -2.6443 0.0 0.0 0.0
C 2.1603 -1.5914 -0.4907 0.1 0.0 0.0
C 2.4593 -2.9311 -0.2946 0.0 0.1 0.0
C 2.2777 -3.4524 0.9826 0.0 0.0 0.0
C 1.8224 -2.6494 2.0230 0.0 0.0 -0.1
C 1.5623 -1.3203 1.7369 0.1 0.0 0.0
N 1.7619 -0.8361 0.5215 0.3 -0.3 0.0
C 1.0748 -0.3023 2.7616 0.1 0.0 0.0
O 0.7639 -0.7298 3.8757 0.0 0.0 0.0
N 1.0852 0.9809 2.3241 0.2 0.0 0.3
C 1.4377 1.9005 3.3450 0.0 0.0 -0.1
C 2.5870 1.6175 4.1387 0.0 0.1 0.0
C 2.8898 2.4033 5.2401 0.0 0.0 0.0
C 2.1512 3.5244 5.5609 0.0 0.0 0.0
C 1.1559 3.9048 4.6845 0.0 0.0 0.0
C 0.8052 3.1482 3.5674 0.0 0.0 0.0
C -0.1031 3.8717 2.5871 0.0 0.0 0.1
C 0.7218 4.3084 1.3779 0.1 0.0 -0.1
C -1.3894 3.1706 2.1962 0.0 -0.2 -0.1
C 3.6191 0.5591 3.7782 -0.1 0.0 -0.1
C 4.9540 1.2307 3.4359 0.0 0.0 0.0
C 3.8106 -0.4887 4.8736 0.0 0.0 0.0
H 5.0617 1.3457 0.0708 0.0 0.0 0.0
H 5.5174 1.8294 -1.5695 0.0 0.0 0.0
H 4.5458 0.3827 -1.3260 0.0 0.0 0.0
H 2.7051 1.8212 -0.4006 0.1 0.0 -0.1
H 4.6083 4.1161 -1.0718 0.0 0.0 0.0
H 3.9782 3.6472 0.5026 0.0 0.0 0.0
H 2.8917 4.3344 -0.7034 0.0 0.0 0.0
H 4.0445 3.8876 -3.1740 0.0 0.0 0.0
H 3.1250 3.8166 -5.4604 0.0 0.0 0.0
H 1.3573 2.1940 -6.0173 0.0 0.0 0.0
H -0.2609 0.0736 -3.4760 0.0 0.0 0.0
H 1.2642 -0.8231 -5.9585 0.0 0.0 0.0
H -0.0328 -1.7198 -5.1688 0.0 0.0 0.0
H 1.5190 -1.4559 -4.3322 0.0 0.0 0.0
H -0.4276 0.9909 -6.3839 0.0 0.0 0.0
H -1.1725 1.8596 -5.0361 0.0 0.0 0.0
H -1.6835 0.2227 -5.4213 0.0 0.0 0.0
H 2.8215 -3.5234 -1.1226 0.0 0.0 0.0
H 2.4788 -4.5007 1.1660 0.0 0.0 0.0
H 1.6394 -3.0254 3.0184 0.0 0.0 0.0
H 3.7483 2.1395 5.8467 0.0 0.0 0.0
H 2.3867 4.1211 6.4315 0.0 0.0 0.0
H 0.6286 4.8374 4.8494 0.0 0.0 0.0
H -0.4083 4.7879 3.1043 0.0 0.0 0.0
H 1.1410 3.4512 0.8505 0.0 0.0 0.0
H 1.5505 4.9382 1.7061 0.0 0.0 0.0
H 0.1149 4.8672 0.6621 0.0 0.0 0.0
H -1.1994 2.3201 1.5463 -0.1 0.1 0.1
H -2.0500 3.8491 1.6517 0.0 0.0 0.0
H -1.9166 2.8104 3.0813 0.0 0.0 0.0
H 3.3047 0.0540 2.8682 0.0 0.0 0.0
H 5.3721 1.7466 4.3027 0.0 0.0 0.0
H 4.8299 1.9660 2.6396 0.0 0.0 0.0
H 5.6820 0.4872 3.1046 0.0 0.0 0.0
H 4.2438 -0.0360 5.7692 0.0 0.0 0.0
H 4.4985 -1.2683 4.5372 0.0 0.0 0.0
H 2.8621 -0.9493 5.1415 -0.1 0.0 0.0
N -0.9392 -1.6125 -1.9105 0.0 -0.2 0.1
C -2.3737 -1.4257 -2.1450 0.0 0.0 -0.1
C -2.8117 0.0277 -1.9600 0.1 0.0 0.0
O -3.7105 0.4996 -2.6485 -0.1 0.0 0.0
O -2.1824 0.6829 -1.0454 -0.2 0.0 0.0
H -0.4798 -1.9887 -2.7308 0.0 0.1 0.0
H -0.7912 -2.2533 -1.1358 0.0 0.0 -0.1
H -2.9554 -2.0206 -1.4334 0.0 0.0 0.0
H -2.6688 -1.7371 -3.1490 0.0 0.0 0.0
N -2.0216 0.1514 2.2706 0.0 0.1 0.1
N -2.6289 -1.1119 2.1308 -0.1 0.0 0.1
C -1.8998 -2.0771 1.4164 0.2 0.1 0.0
O -2.2587 -3.2453 1.4666 -0.1 -0.1 0.0
O -0.9068 -1.6142 0.7464 -0.1 -0.2 0.0
H -1.4166 0.1904 3.0934 -0.1 0.0 -0.1
H -2.7498 0.8512 2.3528 0.1 -0.1 -0.1
H -3.0653 -1.5022 2.9569 0.1 0.1 -0.1
C -2.6121 3.5025 -1.8132 0.0 0.1 0.1
S -1.0311 2.7777 -2.2556 0.3 -0.1 0.2
C -0.2289 4.2262 -2.9197 -0.1 0.1 0.0
O -0.2680 2.5931 -0.9412 -0.2 0.3 -0.3
H -2.5050 3.8461 -0.7860 0.0 0.1 0.0
H -3.3651 2.7224 -1.8859 0.0 0.0 0.0
H -2.8249 4.3381 -2.4772 0.0 0.0 -0.1
H -0.7206 4.4989 -3.8521 0.0 0.0 -0.1
H 0.8065 3.9600 -3.1135 0.1 -0.1 0.0
H -0.2905 5.0333 -2.1914 0.0 0.0 0.0
```
Forces are in eV/Å.

calculated total energy = -93094.0433 eV
gap between HOMO and LUMO (alpha / beta) = 7.3 / 4.3 eV
energy relative to the best compared isomer or geometry (same formula, charge and spin) = 0.000 eV
multiplicity = 8
charge = -1
E_LUMO (alpha / beta) = 2.173 / -0.807 eV


ORCA calculation (the ωB97M-V functional and the def2-TZVPD basis) on a cluster of 2 separate species, C11H23N3O4PS in total at a distorted geometry.

XYZ file:
```
43
Properties=species:S:1:pos:R:3:forces:R:3
C -0.9557 -0.1597 -0.4169 -0.3 1.8 0.1
C 0.0900 -0.1388 -1.6785 1.2 -0.7 0.9
C 0.5268 -1.6674 -2.2017 1.9 2.7 -0.4
N -0.4656 -2.2917 -3.1424 -0.2 -0.5 1.8
S -1.6221 -3.3436 -2.3948 0.1 0.1 -0.1
N -1.1194 -3.9769 -0.8509 0.1 1.6 -0.7
C -3.1372 -2.2524 -1.9690 -2.3 2.8 0.5
C -3.3287 -0.9792 -2.9595 -3.0 -0.2 3.0
C -4.6354 0.0071 -2.6120 1.7 -5.3 3.4
C -5.4604 -0.5541 -1.2821 1.5 -0.8 -1.2
C -5.1127 -1.9004 -0.4355 2.3 1.6 -3.6
N -3.9336 -2.7373 -0.8096 -1.0 4.6 -2.7
H -0.6090 0.7033 0.3270 -0.6 -2.0 -1.5
H -2.0486 0.1720 -0.7649 2.3 -1.1 0.8
H -0.9704 -1.1490 0.2064 0.0 1.7 -1.4
H -0.2240 0.5620 -2.5701 0.4 -1.7 1.7
H 1.1091 0.3230 -1.2617 -2.2 -1.0 -0.9
H 1.5133 -1.4696 -2.8469 -2.2 -0.7 1.3
H 0.8758 -2.3312 -1.3045 -0.9 1.1 -1.7
H -0.0421 -2.6678 -4.0178 -0.7 -0.2 1.2
H -0.0921 -4.2258 -0.8294 -1.6 0.4 -0.2
H -1.3607 -3.2722 -0.1175 0.4 -0.7 -0.6
H -2.6065 -0.7443 -3.8636 -1.6 -0.7 2.2
H -4.9043 0.9741 -3.2122 0.6 -2.2 1.4
H -6.4171 0.0628 -0.9429 2.3 -1.5 -0.8
H -5.7788 -2.2338 0.4931 1.8 0.7 -2.4
C 0.6344 3.1881 3.4084 -0.5 0.5 0.2
O 1.4167 2.0322 3.1687 2.8 2.1 0.9
P 2.5294 2.2106 1.8560 -4.8 -7.4 -5.5
O 1.3967 1.9860 0.8496 0.8 1.5 0.6
O 3.1891 0.7488 2.2383 0.4 1.5 0.2
C 3.7620 0.6174 3.5273 0.1 -0.5 0.7
O 3.6421 2.3889 0.5433 -0.2 2.1 2.7
C 5.0066 2.4708 0.8993 0.9 0.0 -0.1
H -0.0333 2.9907 4.2506 0.2 -0.1 -0.1
H 1.2881 4.0270 3.6620 -0.3 0.1 0.1
H 0.0336 3.4376 2.5304 0.1 0.0 0.0
H 3.0556 0.1014 4.1845 0.1 0.2 0.0
H 4.0138 1.5918 3.9519 0.0 -0.2 0.2
H 4.6742 0.0205 3.4491 -0.1 0.1 -0.1
H 5.4198 1.4661 1.0116 0.0 0.0 0.1
H 5.1320 3.0314 1.8281 0.4 0.0 -0.1
H 5.5485 2.9816 0.0992 -0.1 0.0 0.1
```
Forces are in eV/Å.

calculated total energy = -44546.1007 eV
gap between HOMO and LUMO = 6.9 eV
charge = +1
E_LUMO = -4.743 eV


ORCA calculation (the ωB97M-V functional and the def2-TZVPD basis) on a structure of composition C40H55BBrN8OPV at a distorted geometry.

XYZ file:
```
108
Properties=species:S:1:pos:R:3:forces:R:3
V 0.1823 0.6541 -0.9811 -0.6 -1.4 0.9
C -3.8633 1.6363 -0.2237 0.2 -0.3 -0.3
C -2.9528 0.6289 -0.5418 -0.4 0.3 0.2
N -1.8249 1.1425 -1.0325 0.3 2.2 0.0
N -2.0079 2.5616 -1.0517 -0.4 -1.2 0.5
C -3.2453 2.8314 -0.5436 0.9 -0.8 -0.6
B -0.8377 3.5340 -1.4933 -0.6 1.1 -0.1
N 0.3319 3.5319 -0.4064 1.0 -0.7 0.7
C 0.8637 4.5081 0.3851 -0.1 -0.9 -0.9
C 1.9534 4.0017 1.0649 0.5 -1.0 0.1
C 2.0823 2.6530 0.6511 0.0 1.4 0.8
N 1.1113 2.3342 -0.1867 -2.1 1.1 -1.4
N -0.2362 2.9021 -2.8251 1.1 -1.3 -0.6
C 0.0027 3.4056 -4.0740 -0.3 -0.6 0.9
C 0.6092 2.4326 -4.8549 0.0 -0.2 0.5
C 0.7523 1.3134 -4.0113 0.1 0.8 -1.3
N 0.2903 1.5486 -2.8052 -1.2 2.6 0.7
N -1.5100 4.9727 -1.7041 0.6 -0.5 -0.5
C -2.5058 5.2288 -2.6355 0.3 0.0 -0.2
C -2.4990 6.5648 -2.9669 0.3 -0.4 0.4
C -1.4656 7.1006 -2.1562 0.6 -0.7 0.4
N -0.8591 6.1715 -1.4142 -0.6 -0.4 -0.8
H -4.8649 1.4846 0.1318 -0.1 0.1 0.1
H -3.1245 -0.4352 -0.4262 0.3 0.2 0.0
H -3.6594 3.8230 -0.5047 0.3 0.2 0.1
H 0.4999 5.5203 0.3137 -0.3 -0.1 0.1
H 2.6049 4.4884 1.7876 -0.3 0.0 -0.4
H 2.8653 1.9605 0.9426 -0.3 0.0 -0.1
H -0.3043 4.4151 -4.3371 0.1 -0.2 0.2
H 0.9343 2.5042 -5.8864 -0.2 0.0 0.3
H 1.1443 0.3591 -4.3265 0.0 0.1 0.4
H -3.1484 4.4518 -3.0381 0.2 0.0 0.2
H -3.1021 7.0824 -3.7118 0.1 -0.3 0.5
H -1.0919 8.1140 -2.1046 -0.2 0.0 0.0
C 1.5870 -3.3539 5.4324 -0.3 0.3 0.0
C 2.0200 -1.8794 5.6690 -0.3 -0.2 -0.1
C 3.5468 -1.8067 5.7371 0.0 0.4 -0.1
C 1.4025 -1.3858 6.9862 -0.2 -0.1 0.1
C 1.4953 -1.0414 4.4937 -0.3 0.1 0.1
C 2.0445 -1.1440 3.1850 1.6 -0.8 -0.5
C 1.4738 -0.5744 2.0874 1.7 -1.3 0.5
Br 2.3681 -0.8816 0.3570 -1.1 0.7 1.0
C 0.1943 0.0074 2.2210 -1.1 0.4 -2.2
O -0.5947 0.0430 1.2107 1.4 0.9 -0.3
C -0.1976 0.4659 3.5240 -0.4 -0.9 1.5
C 0.4310 -0.1422 4.6221 -0.9 0.7 0.2
C -1.3868 1.3989 3.6883 -0.8 -0.1 0.1
C -1.1288 2.7023 2.9061 0.1 0.0 0.2
C -1.6709 1.7197 5.1593 0.6 0.0 0.3
C -2.7014 0.7682 3.1414 0.4 -0.3 -0.1
H 1.8511 -4.0063 6.2763 0.0 0.4 -0.1
H 2.0611 -3.7566 4.5460 0.2 -0.1 -0.3
H 0.5022 -3.3962 5.2772 0.1 -0.1 0.1
H 3.9013 -2.3758 6.5969 0.0 0.0 -0.1
H 3.8536 -0.7636 5.8744 0.1 -0.2 0.0
H 4.0227 -2.1951 4.8279 0.0 0.0 0.3
H 1.8565 -1.8873 7.8546 -0.1 0.1 -0.4
H 0.3139 -1.5772 7.0088 0.5 0.0 0.1
H 1.5535 -0.3136 7.1130 0.1 0.0 0.1
H 2.9879 -1.7159 3.0675 -0.8 0.4 0.0
H 0.0148 0.0712 5.6243 0.4 -0.1 -0.9
H -0.1844 3.1664 3.2015 0.0 0.0 0.0
H -1.9274 3.4203 3.1371 0.1 -0.2 -0.2
H -1.0921 2.5050 1.8302 -0.1 0.1 0.1
H -0.8168 2.2230 5.6368 -0.2 -0.1 0.0
H -1.9454 0.8409 5.7543 0.2 0.0 -0.2
H -2.5318 2.3709 5.2414 -0.1 0.3 -0.2
H -2.5548 0.4316 2.1147 -0.4 0.2 0.2
H -3.5097 1.4978 3.2277 0.1 0.0 -0.2
H -3.0087 -0.0914 3.7376 0.1 -0.1 0.1
C -1.4881 -0.8683 -4.5007 0.4 0.2 -0.1
C -1.0951 -2.1151 -3.6677 -0.4 0.7 -0.6
C -0.8883 -3.2924 -4.6383 -0.2 -0.3 -0.1
C -2.3685 -2.4439 -2.8294 0.4 0.3 0.2
P 0.3884 -1.7190 -2.4663 -0.4 -0.8 -0.4
C 0.0761 -3.1349 -1.3647 0.0 0.4 0.4
C -0.4932 -2.8743 -0.1143 0.4 0.5 0.2
C -0.6805 -3.8822 0.8303 -0.4 0.6 -0.2
C -0.3988 -5.1921 0.4842 0.2 -0.4 0.3
C 0.0831 -5.4583 -0.7956 0.1 -0.4 -0.4
C 0.3223 -4.4536 -1.7319 0.0 -0.4 0.4
C 2.1771 -2.0094 -3.2287 0.1 0.5 -0.4
C 2.1194 -2.3089 -4.7436 0.1 -0.3 -0.1
C 2.9722 -3.1474 -2.5389 -0.7 -0.3 0.2
C 3.0316 -0.6976 -3.0659 -0.1 0.0 0.2
H -2.3275 -1.1339 -5.1462 -0.1 0.0 0.1
H -0.7183 -0.4677 -5.1779 0.0 -0.4 0.3
H -1.7881 -0.0345 -3.8555 -0.1 -0.1 0.0
H -1.8552 -3.4704 -5.1448 0.3 0.1 0.3
H -0.6289 -4.2299 -4.1233 -0.1 0.4 -0.2
H -0.1705 -3.1065 -5.4415 -0.2 0.1 0.3
H -3.2246 -2.4033 -3.5090 0.1 -0.1 0.0
H -2.5656 -1.7045 -2.0422 0.2 -0.1 -0.2
H -2.3486 -3.4232 -2.3528 0.1 0.0 -0.1
H -0.7131 -1.8247 0.1540 0.1 -0.8 -0.1
H -1.0712 -3.5962 1.8059 0.1 -0.3 -0.1
H -0.5153 -6.0028 1.2214 0.0 0.5 -0.5
H 0.3120 -6.4789 -1.0953 -0.1 0.1 0.2
H 0.7172 -4.7278 -2.7144 -0.2 0.2 0.5
H 1.7433 -3.3159 -4.9755 0.1 0.3 0.3
H 3.1534 -2.2830 -5.1232 -0.3 0.1 0.1
H 1.5081 -1.5922 -5.3172 0.3 -0.2 0.2
H 2.6289 -4.1598 -2.8405 0.2 0.8 0.3
H 2.9223 -3.0596 -1.4367 0.1 -0.2 -0.5
H 4.0108 -3.0675 -2.8549 0.0 0.1 0.0
H 3.1119 -0.1184 -4.0010 0.0 -0.3 0.4
H 4.0504 -0.9757 -2.7560 -0.3 0.2 -0.2
H 2.6553 0.0032 -2.3038 0.1 -0.2 -0.2
```
Forces are in eV/Å.

calculated total energy = -162024.7188 eV
gap between HOMO and LUMO (alpha / beta) = 6.5 / 5.8 eV
multiplicity = 4
charge = +2
E_LUMO (alpha / beta) = -7.151 / -7.807 eV


Among the records above, which one has the highest charge? C40H55BBrN8OPV


What is the charge in the second record? +1


Which formula does entry 3 have? C40H55BBrN8OPV